1 | ORCA calculation (ωB97M-V/def2-TZVPD) on C35H92F6N2O15S2 as an isolated structure.

Geometry (Å):
N (-0.974, 0.106, -4.611)
H (-1.784, -0.496, -4.582)
H (-0.157, -0.332, -5.011)
H (-0.685, 0.331, -3.670)
H (-1.252, 0.901, -5.170)
C (-1.318, -1.665, 0.063)
F (-2.029, -0.836, 0.796)
F (-1.045, -2.763, 0.768)
F (-1.958, -1.814, -1.120)
S (0.483, -0.944, -0.294)
O (1.118, -1.252, 0.993)
O (1.084, -1.690, -1.377)
N (0.184, 0.725, -0.790)
S (1.172, 1.562, 0.071)
O (0.889, 1.834, 1.468)
O (2.542, 1.037, -0.168)
C (1.223, 3.280, -0.876)
F (1.077, 2.981, -2.165)
F (0.260, 4.086, -0.389)
F (2.457, 3.790, -0.666)
C (-4.335, 4.895, -8.534)
C (-3.080, 4.819, -7.685)
C (-3.140, 5.642, -6.404)
O (-2.893, 3.502, -7.343)
H (-4.503, 5.930, -8.832)
H (-5.215, 4.329, -8.227)
H (-4.264, 4.324, -9.460)
H (-2.121, 5.038, -8.155)
H (-3.082, 6.721, -6.548)
H (-2.235, 5.501, -5.814)
H (-4.090, 5.397, -5.929)
H (-3.141, 3.028, -8.139)
C (5.147, -1.730, -5.297)
C (4.517, -0.742, -6.302)
C (5.190, -0.842, -7.700)
O (3.185, -1.193, -6.528)
H (4.863, -2.780, -5.377)
H (4.801, -1.545, -4.280)
H (6.225, -1.582, -5.246)
H (4.512, 0.290, -5.952)
H (4.841, -0.146, -8.463)
H (5.103, -1.829, -8.156)
H (6.263, -0.713, -7.562)
H (3.306, -2.061, -6.920)
C (-4.419, 3.229, 1.066)
C (-4.850, 2.948, -0.360)
C (-5.954, 3.862, -0.857)
O (-3.663, 3.441, -1.025)
H (-3.722, 2.515, 1.504)
H (-5.251, 2.923, 1.701)
H (-4.117, 4.236, 1.354)
H (-4.918, 1.876, -0.547)
H (-6.220, 3.711, -1.903)
H (-5.601, 4.890, -0.780)
H (-6.905, 3.835, -0.325)
H (-3.001, 2.775, -0.827)
C (5.700, 4.059, 5.418)
C (5.902, 5.500, 5.880)
C (5.254, 5.742, 7.190)
O (7.292, 5.619, 5.963)
H (4.681, 3.796, 5.132)
H (6.213, 3.318, 6.031)
H (6.249, 3.950, 4.483)
H (5.464, 6.185, 5.154)
H (4.919, 6.778, 7.149)
H (5.976, 5.763, 8.006)
H (4.476, 5.074, 7.563)
H (7.553, 4.993, 6.642)
C (-3.286, -10.184, 1.663)
C (-3.808, -8.759, 1.406)
C (-3.892, -8.414, 0.004)
O (-5.161, -8.604, 1.835)
H (-3.893, -10.981, 1.235)
H (-3.188, -10.283, 2.744)
H (-2.250, -10.295, 1.343)
H (-3.156, -8.019, 1.869)
H (-2.999, -8.713, -0.545)
H (-3.892, -7.341, -0.185)
H (-4.736, -8.929, -0.456)
H (-5.806, -9.223, 1.485)
C (5.672, -2.520, 5.373)
C (7.085, -2.822, 4.616)
C (7.653, -1.687, 3.784)
O (8.055, -3.125, 5.608)
H (4.887, -2.326, 4.642)
H (5.684, -1.679, 6.067)
H (5.422, -3.447, 5.889)
H (7.077, -3.765, 4.069)
H (8.590, -2.024, 3.341)
H (7.858, -0.804, 4.390)
H (6.927, -1.429, 3.013)
H (7.938, -4.063, 5.780)
C (-11.251, -3.408, -2.249)
C (-10.673, -2.240, -1.498)
C (-9.296, -1.723, -2.076)
O (-11.590, -1.217, -1.420)
H (-10.555, -4.247, -2.258)
H (-11.662, -3.227, -3.242)
H (-12.121, -3.762, -1.696)
H (-10.495, -2.635, -0.497)
H (-8.951, -0.824, -1.565)
H (-9.546, -1.321, -3.057)
H (-8.505, -2.469, -2.154)
H (-12.050, -1.111, -2.256)
C (10.231, 4.135, 1.252)
C (9.509, 5.343, 0.444)
C (8.139, 4.932, -0.061)
O (9.313, 6.362, 1.456)
H (9.420, 3.650, 1.796)
H (10.867, 4.655, 1.968)
H (10.646, 3.430, 0.532)
H (10.047, 5.642, -0.456)
H (7.621, 5.793, -0.484)
H (7.453, 4.583, 0.710)
H (8.232, 4.205, -0.868)
H (8.875, 5.869, 2.155)
C (-1.108, 5.691, 5.928)
C (-0.919, 5.684, 7.412)
C (-1.001, 7.054, 8.012)
O (-1.883, 4.989, 8.035)
H (-2.065, 6.164, 5.704)
H (-1.380, 4.655, 5.725)
H (-0.409, 6.199, 5.264)
H (-0.050, 5.072, 7.655)
H (-0.922, 7.184, 9.092)
H (-1.888, 7.622, 7.732)
H (-0.183, 7.592, 7.533)
H (-2.743, 5.403, 7.935)
C (3.120, -8.000, -7.610)
C (1.956, -6.965, -7.351)
C (1.759, -6.764, -5.853)
O (2.177, -5.718, -7.866)
H (4.053, -7.714, -7.122)
H (3.389, -8.215, -8.644)
H (2.820, -8.955, -7.180)
H (1.033, -7.345, -7.788)
H (1.297, -7.611, -5.345)
H (1.011, -6.008, -5.613)
H (2.638, -6.538, -5.249)
H (2.862, -5.841, -8.528)
C (-6.312, -2.067, 6.063)
C (-5.334, -2.781, 5.104)
C (-3.841, -2.892, 5.676)
O (-5.860, -4.006, 4.833)
H (-5.894, -1.077, 6.247)
H (-6.307, -2.674, 6.969)
H (-7.367, -2.059, 5.789)
H (-5.498, -2.241, 4.171)
H (-3.849, -2.933, 6.765)
H (-3.483, -1.869, 5.564)
H (-3.238, -3.623, 5.137)
H (-5.217, -4.508, 4.327)

Highest occupied orbital energy   -8.728 eV
Lowest unoccupied orbital energy   -1.52 eV
Molecular weight   959.24 Da
Gap between HOMO and LUMO   7.2 eV
Multiplicity   1

Atomic partial charges in e from the Mulliken method, atoms 1 to 99:
1. N -0.359
2. H 0.399
3. H 0.356
4. H 0.225
5. H 0.348
6. C 0.621
7. F -0.225
8. F -0.187
9. F -0.227
10. S 0.926
11. O -0.582
12. O -0.625
13. N -0.292
14. S 0.945
15. O -0.603
16. O -0.682
17. C 0.543
18. F -0.209
19. F -0.191
20. F -0.193
21. C -1.357
22. C 0.569
23. C -1.277
24. O -0.533
25. H 0.324
26. H 0.397
27. H 0.417
28. H 0.156
29. H 0.364
30. H 0.323
31. H 0.322
32. H 0.299
33. C -1.093
34. C 0.287
35. C -1.191
36. O -0.508
37. H 0.262
38. H 0.323
39. H 0.328
40. H 0.316
41. H 0.326
42. H 0.301
43. H 0.334
44. H 0.321
45. C -1.229
46. C 0.590
47. C -1.384
48. O -0.514
49. H 0.360
50. H 0.371
51. H 0.299
52. H 0.234
53. H 0.316
54. H 0.338
55. H 0.372
56. H 0.245
57. C -1.230
58. C 0.338
59. C -1.187
60. O -0.562
61. H 0.389
62. H 0.338
63. H 0.287
64. H 0.341
65. H 0.293
66. H 0.322
67. H 0.321
68. H 0.350
69. C -1.248
70. C 0.497
71. C -1.207
72. O -0.571
73. H 0.340
74. H 0.325
75. H 0.356
76. H 0.232
77. H 0.339
78. H 0.288
79. H 0.316
80. H 0.334
81. C -1.035
82. C 0.377
83. C -1.227
84. O -0.553
85. H 0.310
86. H 0.287
87. H 0.279
88. H 0.293
89. H 0.304
90. H 0.303
91. H 0.341
92. H 0.321
93. C -1.325
94. C 0.464
95. C -1.175
96. O -0.543
97. H 0.351
98. H 0.368
99. H 0.352



2 | ORCA calculation (ωB97M-V/def2-TZVPD) on a 13-piece molecular cluster, C35H92F6N2O15S2 overall.

Geometry (Å):
N (-19.149, 23.612, 24.322)
H (-19.786, 24.220, 23.829)
H (-19.551, 23.464, 25.237)
H (-18.244, 24.051, 24.416)
H (-18.951, 22.823, 23.723)
C (-19.265, 22.858, 20.369)
F (-20.045, 21.815, 20.096)
F (-18.796, 23.325, 19.220)
F (-19.945, 23.794, 21.072)
S (-17.720, 22.226, 21.346)
O (-17.130, 21.252, 20.444)
O (-16.964, 23.427, 21.603)
N (-18.483, 21.543, 22.731)
S (-17.408, 20.464, 22.991)
O (-17.427, 19.229, 22.234)
O (-16.038, 20.951, 23.283)
C (-17.907, 19.796, 24.740)
F (-19.194, 19.520, 24.776)
F (-17.145, 18.691, 24.977)
F (-17.754, 20.766, 25.690)
C (-13.872, 18.069, 26.258)
C (-13.252, 18.343, 24.923)
C (-13.963, 17.600, 23.835)
O (-13.250, 19.726, 24.692)
H (-14.817, 18.591, 26.407)
H (-13.235, 18.422, 27.070)
H (-13.783, 17.005, 26.476)
H (-12.230, 17.966, 24.870)
H (-14.133, 16.574, 24.160)
H (-13.349, 17.571, 22.935)
H (-14.880, 18.102, 23.526)
H (-13.800, 19.844, 23.914)
C (-15.111, 25.783, 16.165)
C (-15.001, 24.333, 16.638)
C (-15.240, 24.115, 18.128)
O (-16.010, 23.685, 15.942)
H (-15.927, 26.099, 16.815)
H (-15.416, 25.920, 15.128)
H (-14.170, 26.305, 16.340)
H (-14.031, 23.950, 16.319)
H (-15.110, 23.042, 18.269)
H (-16.216, 24.392, 18.524)
H (-14.546, 24.521, 18.864)
H (-15.597, 23.492, 15.097)
C (-23.081, 22.310, 24.334)
C (-22.002, 21.321, 23.811)
C (-22.501, 20.124, 22.985)
O (-21.253, 22.035, 22.871)
H (-23.544, 22.752, 23.452)
H (-22.581, 22.958, 25.053)
H (-23.896, 21.810, 24.857)
H (-21.469, 20.912, 24.670)
H (-23.121, 19.437, 23.562)
H (-21.701, 19.524, 22.550)
H (-22.965, 20.550, 22.096)
H (-20.356, 21.691, 22.874)
C (-24.869, 24.403, 20.714)
C (-23.387, 24.172, 20.618)
C (-22.802, 24.009, 19.169)
O (-22.848, 25.366, 21.064)
H (-25.261, 23.504, 21.190)
H (-25.303, 24.726, 19.768)
H (-25.301, 25.157, 21.372)
H (-23.006, 23.428, 21.317)
H (-21.713, 24.039, 19.209)
H (-23.258, 24.807, 18.583)
H (-23.247, 23.068, 18.848)
H (-22.185, 25.207, 21.739)
C (-17.912, 19.058, 17.737)
C (-16.423, 18.909, 17.446)
C (-15.873, 20.241, 16.765)
O (-15.735, 18.646, 18.670)
H (-18.184, 19.963, 18.280)
H (-18.244, 18.129, 18.201)
H (-18.397, 19.107, 16.762)
H (-16.064, 18.060, 16.865)
H (-16.615, 20.646, 16.076)
H (-14.944, 19.998, 16.251)
H (-15.802, 20.991, 17.553)
H (-16.245, 19.080, 19.357)
C (-15.367, 25.253, 27.007)
C (-15.925, 25.256, 25.569)
C (-15.238, 24.194, 24.750)
O (-17.281, 24.958, 25.627)
H (-15.779, 26.143, 27.483)
H (-14.277, 25.293, 27.014)
H (-15.484, 24.249, 27.415)
H (-15.853, 26.194, 25.018)
H (-14.148, 24.174, 24.762)
H (-15.480, 24.559, 23.752)
H (-15.635, 23.185, 24.856)
H (-17.631, 25.244, 26.474)
C (-13.449, 21.684, 20.901)
C (-12.136, 21.959, 21.647)
C (-12.332, 22.669, 23.042)
O (-11.611, 20.680, 21.947)
H (-14.125, 21.039, 21.461)
H (-13.266, 21.147, 19.970)
H (-13.963, 22.611, 20.646)
H (-11.597, 22.592, 20.942)
H (-12.943, 23.569, 22.967)
H (-11.455, 22.978, 23.612)
H (-12.867, 21.999, 23.714)
H (-11.268, 20.698, 22.843)
C (-19.761, 16.142, 21.996)
C (-18.837, 15.798, 23.166)
C (-18.788, 14.331, 23.692)
O (-17.463, 16.067, 22.924)
H (-19.168, 16.473, 21.144)
H (-20.381, 17.037, 22.046)
H (-20.370, 15.274, 21.742)
H (-19.101, 16.517, 23.941)
H (-18.647, 13.685, 22.825)
H (-19.643, 13.836, 24.153)
H (-17.938, 14.108, 24.336)
H (-17.519, 16.656, 22.169)
C (-17.954, 16.161, 26.720)
C (-17.798, 16.584, 28.175)
C (-17.979, 18.044, 28.290)
O (-18.696, 15.904, 28.951)
H (-17.039, 16.220, 26.130)
H (-18.848, 16.637, 26.317)
H (-18.172, 15.093, 26.718)
H (-16.804, 16.289, 28.512)
H (-17.858, 18.411, 29.309)
H (-18.989, 18.331, 27.998)
H (-17.198, 18.495, 27.677)
H (-19.549, 16.209, 28.633)
C (-19.181, 27.708, 23.342)
C (-20.172, 26.884, 22.513)
C (-19.569, 26.558, 21.149)
O (-20.578, 25.745, 23.293)
H (-18.250, 27.253, 23.680)
H (-19.754, 28.282, 24.070)
H (-18.850, 28.487, 22.655)
H (-21.042, 27.538, 22.462)
H (-19.006, 27.332, 20.628)
H (-20.314, 26.092, 20.504)
H (-18.802, 25.805, 21.331)
H (-20.798, 26.020, 24.186)
C (-21.607, 19.500, 16.974)
C (-21.738, 18.517, 18.158)
C (-21.200, 18.949, 19.498)
O (-23.132, 18.050, 18.363)
H (-22.310, 20.331, 17.025)
H (-21.744, 19.006, 16.012)
H (-20.611, 19.944, 16.962)
H (-21.123, 17.638, 17.962)
H (-21.166, 18.139, 20.226)
H (-21.727, 19.810, 19.908)
H (-20.139, 19.199, 19.500)
H (-23.138, 17.092, 18.412)

Highest occupied orbital energy   -9.271 eV
Lowest unoccupied orbital energy   -0.67 eV
Molecular weight   959.24 Da
Gap between HOMO and LUMO   8.6 eV
Multiplicity   1

Atomic partial charges in e from the Mulliken method, atoms 1 to 99:
1. N 0.873
2. H 0.229
3. H 0.443
4. H 0.507
5. H -0.494
6. C -0.563
7. F 0.014
8. F -0.127
9. F 0.366
10. S 0.680
11. O 0.569
12. O -0.637
13. N -0.321
14. S -0.781
15. O -0.012
16. O -0.102
17. C 0.049
18. F -0.239
19. F -0.045
20. F -0.240
21. C -1.449
22. C 0.783
23. C -1.326
24. O -0.534
25. H 0.112
26. H 0.462
27. H 0.470
28. H 0.218
29. H 0.432
30. H 0.426
31. H 0.111
32. H 0.115
33. C -1.262
34. C 0.357
35. C -0.695
36. O -0.505
37. H 0.307
38. H 0.348
39. H 0.326
40. H 0.413
41. H -0.195
42. H 0.137
43. H 0.433
44. H 0.331
45. C -1.214
46. C 0.852
47. C -1.162
48. O 0.545
49. H 0.067
50. H 0.327
51. H 0.439
52. H 0.137
53. H 0.509
54. H 0.041
55. H 0.241
56. H -0.109
57. C -1.566
58. C 2.388
59. C -1.322
60. O -0.629
61. H 0.391
62. H 0.367
63. H 0.364
64. H -1.226
65. H 0.010
66. H 0.481
67. H 0.360
68. H 0.180
69. C -0.966
70. C 0.184
71. C -0.865
72. O -0.585
73. H -0.007
74. H 0.329
75. H 0.519
76. H 0.414
77. H 0.317
78. H 0.472
79. H -0.185
80. H 0.116
81. C -1.641
82. C 0.597
83. C -0.991
84. O -0.439
85. H 0.480
86. H 0.385
87. H 0.423
88. H 0.186
89. H 0.571
90. H 0.117
91. H 0.044
92. H 0.199
93. C -0.709
94. C 0.501
95. C -1.138
96. O -0.590
97. H -0.025
98. H 0.454
99. H 0.077



Most stable one: 2, least stable one: 1.



1 | ORCA calculation (ωB97M-V/def2-TZVPD) on C2H2Br2S2 as an isolated structure.

Geometry (Å):
C (0.703, 0.390, 0.165)
C (-0.490, -0.412, 0.276)
S (0.475, 2.146, 0.140)
S (-0.370, -2.207, 0.477)
Br (2.396, -0.168, 0.180)
Br (-2.205, 0.308, 0.316)
H (0.720, 2.245, -1.085)
H (-1.229, -2.303, -0.469)

Highest occupied orbital energy   -8.721 eV
Lowest unoccupied orbital energy   0.33 eV
Molecular weight   249.98 Da
Gap between HOMO and LUMO   9.0 eV
Multiplicity   1

Partial charges, Mulliken, in e:
1. C -0.003
2. C 0.110
3. S -0.193
4. S -0.160
5. Br -0.011
6. Br -0.018
7. H 0.139
8. H 0.136



2 | ORCA calculation (ωB97M-V/def2-TZVPD) on one molecule with the formula C2H2Br2S2.

Geometry (Å):
C (0.594, -0.088, 0.467)
C (-0.594, -0.088, -0.467)
S (0.975, 1.712, 0.381)
S (-0.975, 1.712, -0.381)
Br (2.042, -1.263, -0.097)
Br (-2.042, -1.264, 0.097)
H (0.344, -0.361, 1.493)
H (-0.344, -0.360, -1.493)

Highest occupied orbital energy   -8.692 eV
Lowest unoccupied orbital energy   -0.09 eV
Molecular weight   249.98 Da
Gap between HOMO and LUMO   8.6 eV
Multiplicity   1

Partial charges, Mulliken, in e:
1. C -0.269
2. C -0.269
3. S -0.072
4. S -0.072
5. Br -0.090
6. Br -0.090
7. H 0.431
8. H 0.431



Most stable one: 2, least stable one: 1.